A gas-phase ion, C5H13N2O (charge +1) in a non-equilibrium geometry. Source: the Open Molecules 2025 dataset; level of theory: the ωB97M-V functional and the def2-TZVPD basis.

Properties
structure (SMILES)	C=C(N)C[C@H]([NH3+])CO
energy relative to the best compared isomer or geometry (same formula, charge and spin)	1.438	eV
E_LUMO	-0.108	Ha
orbital gap	0.3747	Eh
highest occupied orbital energy	-13.1	eV
charge	+1

Positions of all 21 atoms, in Å:
C1 -1.079 -1.793 0.235
O1 -2.421 -2.110 -0.007
C2 -0.752 -0.567 -0.562
C3 0.811 -0.316 -0.527
C4 1.307 1.021 -0.020
C5 2.174 1.743 -0.718
N1 0.934 1.256 1.346
N2 -1.460 0.624 0.043
H1 -0.833 -1.656 1.293
H2 -0.410 -2.573 -0.133
H3 -2.608 -3.054 0.019
H4 -1.042 -0.601 -1.604
H5 1.190 -0.484 -1.535
H6 1.282 -1.103 0.064
H7 2.717 2.564 -0.240
H8 2.367 1.624 -1.775
H9 1.260 2.163 1.659
H10 1.361 0.546 1.936
H11 -2.456 0.388 0.119
H12 -1.363 1.461 -0.531
H13 -0.978 0.867 0.936


A gas-phase ion, C5H13N2O (charge +1) in a non-equilibrium geometry. Source: the Open Molecules 2025 dataset; level of theory: the ωB97M-V functional and the def2-TZVPD basis.

Properties
structure (SMILES)	N/C=C(\[NH3+])CCCO
energy relative to the best compared isomer or geometry (same formula, charge and spin)	2.997	eV
E_LUMO	-0.121	Ha
orbital gap	0.3370	Eh
highest occupied orbital energy	-12.5	eV
charge	+1

Positions of all 21 atoms, in Å:
C1 0.120 2.316 -0.631
O1 1.303 1.925 0.270
C2 -0.486 1.227 -1.496
C3 -1.125 0.116 -0.693
C4 -0.307 -0.743 0.198
C5 -0.323 -2.056 -0.113
N1 0.174 -3.012 0.682
N2 0.306 -0.131 1.479
H1 -0.571 2.734 0.043
H2 0.624 3.028 -1.236
H3 2.167 2.217 -0.113
H4 0.381 0.817 -1.972
H5 -1.113 1.566 -2.349
H6 -1.921 0.689 -0.067
H7 -1.750 -0.523 -1.426
H8 -0.851 -2.285 -1.134
H9 0.245 -3.019 1.685
H10 0.473 -3.928 0.421
H11 0.958 -0.754 1.812
H12 0.758 0.683 1.150
H13 -0.456 0.209 2.299


A gas-phase ion, C5H13N2O2S (charge +1) in a non-equilibrium geometry. Source: the Open Molecules 2025 dataset; level of theory: the ωB97M-V functional and the def2-TZVPD basis.

Properties
structure (SMILES)	C[SH](N)(=O)OC1=[NH+]CCC1
energy relative to the best compared isomer or geometry (same formula, charge and spin)	0.683	eV
E_LUMO	-0.111	Ha
orbital gap	0.4033	Eh
highest occupied orbital energy	-14.0	eV
charge	+1

Positions of all 23 atoms, in Å:
C1 0.633 0.376 0.046
C2 1.895 1.039 -0.251
C3 -2.544 0.501 -1.534
C4 3.001 -0.060 -0.195
C5 2.320 -1.119 0.683
N1 -2.277 0.564 1.319
N2 0.895 -0.716 0.683
O1 -0.492 0.773 -0.303
O2 -1.556 -1.583 -0.173
S1 -2.285 -0.324 -0.061
H1 2.223 1.673 0.576
H2 1.815 1.626 -1.158
H3 -2.909 1.434 -1.218
H4 -3.281 -0.178 -2.090
H5 2.972 -0.430 -1.263
H6 4.063 0.190 0.048
H7 2.746 -1.055 1.678
H8 2.406 -2.188 0.348
H9 -1.374 0.433 1.757
H10 -1.738 0.636 -2.202
H11 -3.013 0.531 2.006
H12 0.113 -1.289 1.015
H13 -3.613 -0.836 0.289


A gas-phase ion, C5H13N2OSi (charge +1) in a non-equilibrium geometry. Source: the Open Molecules 2025 dataset; level of theory: the ωB97M-V functional and the def2-TZVPD basis.

Properties
structure (SMILES)	CC=C=[NH+]O[Si](C)(C)N
energy relative to the best compared isomer or geometry (same formula, charge and spin)	3.939	eV
E_LUMO	-0.141	Ha
orbital gap	0.3530	Eh
highest occupied orbital energy	-13.5	eV
charge	+1

Positions of all 22 atoms, in Å:
C1 1.669 0.584 0.511
C2 3.241 1.484 -1.351
C3 -3.227 0.025 0.718
C4 -0.811 -2.274 0.620
C5 2.654 0.498 -0.305
N1 0.730 0.629 1.305
N2 -1.100 -0.084 -1.427
O1 -0.617 0.464 1.325
Si1 -1.542 -0.501 0.174
H1 3.272 0.827 -2.266
H2 4.152 1.773 -0.873
H3 2.527 2.396 -1.375
H4 -3.712 -0.678 1.314
H5 -3.258 0.907 1.340
H6 -3.934 0.167 -0.021
H7 -1.391 -2.606 1.544
H8 -0.987 -3.018 -0.260
H9 0.270 -2.208 0.744
H10 3.244 -0.345 -0.155
H11 -1.822 0.150 -2.100
H12 1.014 1.249 2.101
H13 -0.372 0.560 -1.562